Entry 1:
4
Properties=species:S:1:pos:R:3:forces:R:3 method="wB97M-V/def2-TZVPD" homo_lumo_gap_ev=10.54 total_charge=+1 e_homo_ev=-15.9
O -2.4568 -0.0882 -0.8022 0.06 0.25 -0.95
H -2.6594 -0.7431 -1.5082 0.08 0.66 0.71
H -2.8168 0.7622 -1.1420 0.23 -0.89 0.33
Na 0.6631 0.0220 0.2233 -0.37 -0.03 -0.08

---

Entry 2:
3
Properties=species:S:1:pos:R:3:forces:R:3 method="wB97M-V/def2-TZVPD" homo_lumo_gap_ev="12.22 / 9.86" total_charge=+1 multiplicity=2 s_squared=0.833 e_homo_ev="-22.7 / -21.1"
O -0.0661 0.0054 -0.4686 0.69 -1.45 1.33
H 0.4740 -0.9610 0.9765 -0.96 1.90 -2.10
H -0.4079 0.9556 -0.5079 0.27 -0.46 0.77

---

Entry 3:
7
Properties=species:S:1:pos:R:3:forces:R:3 method="wB97M-V/def2-TZVPD" homo_lumo_gap_ev="5.22 / 9.39" total_charge=0 multiplicity=3 s_squared=2.007 e_homo_ev="-6.4 / -11.7"
O 2.5429 -0.8619 -0.5467 -0.12 1.66 1.62
O -0.1157 -0.4704 1.2754 2.54 0.47 1.33
O 2.1277 1.5407 -0.1577 0.24 -0.55 0.47
S 2.4476 0.2462 0.4095 0.29 -1.23 -1.98
S -0.9940 0.4010 0.0517 -0.17 2.78 -2.66
H 0.1588 1.3136 -0.2183 -2.00 -1.76 0.91
H -0.5272 -1.3160 1.3624 -0.78 -1.37 0.31

---

Entry 4:
8
Properties=species:S:1:pos:R:3:forces:R:3 method="wB97M-V/def2-TZVPD" homo_lumo_gap_ev="6.21 / 6.20" total_charge=-2 e_homo_ev="0.9 / 0.9"
O -2.9535 -1.4348 -1.2685 1.00 0.60 -0.37
O -2.0978 2.0547 1.2427 0.73 -0.79 0.22
O -2.7158 -1.3698 1.2013 1.09 0.31 0.05
O -1.7354 2.0126 -1.2201 -0.22 0.90 -3.01
P -2.1890 -0.8604 -0.1113 -1.98 -1.03 0.49
P -1.4340 1.4114 0.0585 -1.28 0.34 2.14
H 0.9304 -0.5927 -0.5772 -0.32 -0.12 0.15
H -0.1338 0.9589 0.1431 0.97 -0.21 0.33

---

Entry 5:
9
Properties=species:S:1:pos:R:3:forces:R:3 method="wB97M-V/def2-TZVPD" homo_lumo_gap_ev=6.70 total_charge=-2 e_homo_ev=0.6
O 0.6850 0.1809 1.6344 -0.07 -0.67 -2.59
O 2.1349 -1.0252 -0.1945 1.87 -2.12 -0.11
O 1.2528 1.2743 -0.6519 -0.70 0.32 -0.25
O -1.5603 -0.7505 1.0639 0.86 -0.43 -3.08
O -1.4597 0.3941 -1.4189 -0.65 -0.93 -0.04
P -0.9602 -0.9570 -0.4865 -1.32 0.79 1.83
P 1.0528 -0.0673 0.0257 -0.17 2.21 0.99
H -0.2853 -0.1738 1.2973 -0.56 0.39 3.00
H -0.8600 1.1246 -1.2693 0.75 0.46 0.26

---

Entry 6:
9
Properties=species:S:1:pos:R:3:forces:R:3 method="wB97M-V/def2-TZVPD" homo_lumo_gap_ev=8.05 total_charge=-2 e_homo_ev=-1.8
O -2.0634 -0.6087 -0.7237 3.72 -3.43 1.45
O 0.1561 -1.3465 0.3653 0.29 0.11 -0.31
O -0.6299 1.1574 0.7291 -0.46 -0.96 -1.71
O 0.3615 3.8551 -8.0214 0.57 0.28 0.22
O -1.0389 1.8878 -8.6384 -1.15 -1.05 -0.58
P 0.2207 2.3621 -8.0307 0.59 0.83 0.22
P -0.3063 -0.2217 -0.5191 -1.96 0.30 1.52
H -2.4773 0.1447 -0.9612 -2.20 4.02 -1.31
H 0.1537 1.1017 1.2618 0.60 -0.11 0.51

---

Entry 7:
11
Properties=species:S:1:pos:R:3:forces:R:3 method="wB97M-V/def2-TZVPD" homo_lumo_gap_ev=6.93 total_charge=-2 e_homo_ev=-0.4
O -2.1385 -0.5528 1.4277 -0.40 0.32 0.11
O 1.3085 -0.5498 2.4738 -0.34 -0.25 -0.28
O -1.6793 1.7911 0.2463 -0.11 -0.32 0.40
O 1.6521 -0.5281 0.0263 -0.79 0.53 1.70
O 1.4349 1.5812 1.3308 0.37 0.35 -0.24
O -0.8373 -0.4432 -0.7536 -2.70 -0.17 2.29
P 0.3866 -0.1772 -1.7024 0.92 0.08 -3.43
P -1.3446 0.3947 0.6175 2.94 -1.34 -1.06
S 1.0113 0.1862 1.2352 -0.31 0.12 0.01
H 0.8909 -1.5780 -1.9723 -0.77 1.22 -0.02
H -0.6846 -0.1240 -2.9294 1.18 -0.53 0.52

---

Entry 8:
4
Properties=species:S:1:pos:R:3:forces:R:3 method="wB97M-V/def2-TZVPD" homo_lumo_gap_ev=12.04 total_charge=+1 e_homo_ev=-16.3
Rb 2.0006 0.0375 -1.3243 -0.14 0.04 -0.11
O -0.6828 -0.1187 0.0665 0.64 0.21 -0.02
H -0.1556 -0.5269 0.7662 -0.53 0.01 0.21
H -1.1623 0.6082 0.4916 0.04 -0.25 -0.07

---

Entry 9:
4
Properties=species:S:1:pos:R:3:forces:R:3 method="wB97M-V/def2-TZVPD" homo_lumo_gap_ev=11.83 total_charge=+1 e_homo_ev=-16.3
Rb 14.3180 -19.4370 14.9970 0.15 -0.12 0.00
O 13.7420 -20.9810 12.2230 1.24 -0.72 0.64
H 13.3380 -20.1430 12.2520 -0.79 1.79 -0.58
H 13.0140 -21.5600 12.4030 -0.59 -0.95 -0.06

---

Entry 10:
4
Properties=species:S:1:pos:R:3:forces:R:3 method="wB97M-V/def2-TZVPD" homo_lumo_gap_ev=8.60 total_charge=+2 e_homo_ev=-22.2
Sn 0.0854 2.1574 -1.0254 0.02 -1.37 0.65
O 0.0308 -0.3523 0.2140 -0.15 1.02 -0.51
H 0.6545 -1.1008 0.1692 0.02 0.24 -0.09
H -0.7708 -0.7043 0.6422 0.12 0.10 -0.06

---

What did we get for DFT total energy? Answer: -6490.4949 -2064.0296 -27840.6768 -26799.7332 -28850.1285 -28851.2997 -41731.9890 -2729.8765 -2729.6079 -7889.4231 eV, in the order shown.
What did we get for molecular weight? Answer: 41.005 18.015 114.147 127.960 143.959 143.959 192.025 103.483 103.483 136.726 u, in the order shown.
What did we get for relative energy (zero: lowest compared OMol25 entry of this formula, charge and spin)? Answer: 11.6 75.4 10.2 52.2 56.6 29.6 4.0 5.7 11.9 15.0 kcal/mol, in the order shown.